No. 1
A molecular structure, C20H20B2F4N7O6Ti, computed with ωB97M-V with the def2-TZVPD basis set.

Its total charge is +1. The value obtained for the relative energy (zero: lowest compared OMol25 entry of this formula, charge and spin) is 48.6 kcal/mol. The frontier orbital gap (spin up / spin down) is 7.366 / 7.367 eV.

Each line ends with the Löwdin charge.
Cartesian coordinates (Å):
Ti  -0.19  0.58  -0.04  1.21
C  -1.93  -3.78  0.96  0.00
C  -1.56  -2.42  0.46  -0.18
N  -0.14  -2.15  0.15  -0.02
O  0.67  -2.49  1.25  0.09
B  1.12  -1.27  1.91  -1.04
F  1.53  -1.53  3.16  0.23
F  -0.08  -0.40  1.90  0.06
O  2.15  -0.53  1.10  0.07
N  1.67  0.76  0.94  -0.03
C  1.87  1.60  1.89  -0.19
C  2.86  1.43  2.98  0.04
C  0.77  2.61  2.01  -0.19
N  -0.28  2.16  1.44  -0.03
O  -1.46  2.77  1.61  0.08
B  -2.55  1.74  1.38  -1.06
F  -2.50  0.76  2.33  0.21
F  -3.72  2.38  1.23  0.23
O  -2.16  1.11  -0.02  -0.04
N  -1.81  -0.25  -0.27  -0.07
C  -2.38  -1.37  0.33  -0.23
C  -3.84  -1.34  0.66  0.02
C  0.80  3.81  2.88  0.03
H  -1.27  -4.09  1.77  0.09
H  -1.89  -4.54  0.17  0.09
H  -2.94  -3.77  1.34  0.09
H  3.59  0.67  2.71  0.10
H  2.34  1.11  3.88  0.12
H  3.36  2.37  3.19  0.10
H  -4.34  -0.61  0.03  0.10
H  -3.99  -1.04  1.70  0.10
H  -4.30  -2.31  0.50  0.09
H  1.82  4.08  3.16  0.09
H  0.22  3.62  3.79  0.12
H  0.33  4.65  2.38  0.10
O  -0.32  -0.88  -3.61  0.16
C  0.17  -1.08  -2.54  -0.40
N  0.71  -0.09  -1.73  0.02
C  1.49  0.82  -2.46  -0.41
O  2.31  0.52  -3.28  0.16
C  1.11  2.24  -2.18  -0.16
C  1.62  3.29  -2.91  0.04
C  1.06  4.54  -2.74  -0.01
C  0.00  4.69  -1.85  0.00
C  -0.44  3.59  -1.14  -0.06
N  0.12  2.39  -1.28  0.06
C  0.37  -2.54  -2.15  -0.03
C  0.72  -3.40  -3.18  0.06
C  1.06  -4.71  -2.90  0.02
C  1.06  -5.15  -1.58  0.01
C  0.68  -4.28  -0.59  0.02
N  0.33  -3.01  -0.90  0.08
H  2.41  3.09  -3.62  0.14
H  1.43  5.39  -3.31  0.12
H  -0.48  5.65  -1.72  0.12
H  -1.26  3.67  -0.43  0.12
H  0.73  -3.00  -4.18  0.14
H  1.35  -5.37  -3.70  0.13
H  1.34  -6.16  -1.32  0.13
H  0.65  -4.53  0.45  0.15

=====

No. 2
C20H20BrClF2N2O in the gas phase, computed with ωB97M-V with the def2-TZVPD basis set.

Its SMILES is Cc1ccc(F)cc1CN[C@@H]1C[C@@H](F)CN(C(=O)c2ccc(Br)c(Cl)c2)C1. Its total charge is 0. The value obtained for the relative energy (zero: lowest compared OMol25 entry of this formula, charge and spin) is 9.1 kcal/mol. The frontier orbital gap is 9.679 eV.

Each line ends with the natural charge from an NBO analysis.
Cartesian coordinates (Å):
C  -1.28  2.99  -4.01  -0.64
C  -1.84  3.19  -2.61  -0.01
C  -1.88  4.48  -2.08  -0.20
C  -2.38  4.70  -0.80  -0.28
C  -2.84  3.63  -0.04  0.39
F  -3.32  3.85  1.21  -0.32
C  -2.80  2.34  -0.56  -0.27
C  -2.29  2.10  -1.84  -0.02
C  -2.27  0.67  -2.36  -0.24
N  -0.94  0.06  -2.41  -0.63
C  -0.35  -0.25  -1.11  -0.05
C  0.51  0.92  -0.57  -0.45
C  1.15  0.58  0.78  0.21
F  0.18  0.37  1.67  -0.36
C  1.99  -0.71  0.64  -0.25
N  1.09  -1.79  0.17  -0.43
C  0.93  -2.99  0.80  0.65
O  0.34  -3.93  0.29  -0.62
C  1.54  -3.18  2.17  -0.04
C  1.16  -2.37  3.25  -0.21
C  1.71  -2.58  4.52  -0.23
C  2.62  -3.62  4.72  -0.10
Br  3.34  -3.87  6.47  0.08
C  2.98  -4.46  3.66  -0.07
Cl  4.09  -5.76  3.88  0.03
C  2.43  -4.24  2.39  -0.21
C  0.46  -1.57  -1.16  -0.22
H  -2.04  2.58  -4.68  0.21
H  -0.90  3.91  -4.45  0.22
H  -0.45  2.27  -3.99  0.23
H  -1.53  5.32  -2.66  0.22
H  -2.42  5.70  -0.39  0.23
H  -3.15  1.53  0.06  0.23
H  -2.98  0.04  -1.81  0.18
H  -2.67  0.69  -3.38  0.21
H  -0.97  -0.76  -3.00  0.37
H  -1.16  -0.44  -0.39  0.18
H  1.30  1.16  -1.28  0.21
H  -0.06  1.84  -0.47  0.24
H  1.77  1.40  1.14  0.17
H  2.77  -0.55  -0.10  0.20
H  2.51  -0.94  1.57  0.24
H  0.44  -1.57  3.12  0.24
H  1.42  -1.95  5.34  0.23
H  2.70  -4.91  1.59  0.24
H  -0.21  -2.40  -1.41  0.25
H  1.29  -1.48  -1.86  0.19

=====

No. 3
C20H20BrF3N4O6S in the gas phase, computed with ωB97M-V with the def2-TZVPD basis set.

Its SMILES is CC(=O)OCC1=C(C(=O)O)N2C(=O)[C@H](NC(=O)CCn3nc(C(F)(F)F)c(Br)c3C3CC3)[C@H]2SC1. Its total charge is 0. The value obtained for the relative energy (zero: lowest compared OMol25 entry of this formula, charge and spin) is 488.4 kcal/mol. The frontier orbital gap is 9.039 eV.

Each line ends with the natural charge from an NBO analysis.
Cartesian coordinates (Å):
C  -6.45  -0.49  1.31  -0.65
C  -5.09  -1.31  1.07  0.83
O  -4.31  -1.50  1.92  -0.59
O  -5.02  -1.72  -0.23  -0.55
C  -3.84  -2.57  -0.63  -0.07
C  -2.71  -1.58  -0.33  -0.02
C  -2.81  -0.36  -0.67  0.07
N  -1.66  0.64  -0.88  -0.48
C  -1.48  2.00  -0.88  0.70
O  -1.99  2.84  -1.28  -0.48
C  -0.14  2.00  -0.03  -0.10
N  1.02  2.41  -0.71  -0.59
C  2.14  2.62  0.07  0.66
O  2.00  3.04  1.41  -0.68
C  3.42  3.02  -0.66  -0.44
H  3.79  3.95  -0.07  0.27
H  3.34  2.89  -1.56  0.20
C  4.34  1.84  -0.05  -0.18
N  3.86  0.73  -0.48  -0.09
C  3.56  -0.38  0.53  0.17
C  2.89  -1.40  -0.43  -0.22
C  2.62  -0.72  -1.44  -0.11
N  3.24  0.53  -1.56  -0.22
C  2.01  -1.33  -2.63  0.99
F  2.85  -2.06  -3.72  -0.44
F  1.03  -2.04  -2.49  -0.26
F  1.70  -0.61  -3.66  -0.31
Br  2.48  -2.96  0.18  0.22
C  3.98  -0.53  1.92  -0.31
C  3.58  0.43  2.91  -0.40
C  3.13  -0.85  2.83  -0.41
H  3.48  -1.64  3.52  0.22
H  2.13  -1.14  2.62  0.24
H  2.80  1.08  2.53  0.25
H  4.22  0.75  3.59  0.22
H  5.14  -0.60  1.93  0.23
H  4.61  1.94  0.76  0.21
H  5.31  1.99  -0.43  0.21
H  1.28  2.21  -1.58  0.41
H  -0.25  2.25  1.09  0.29
C  -0.27  0.21  -0.06  -0.16
H  0.15  -0.12  -0.72  0.10
S  -0.58  -0.85  1.25  0.23
C  -1.48  -2.20  0.31  -0.46
H  -1.82  -2.74  0.95  0.19
H  -0.60  -2.58  -0.46  0.24
C  -3.91  0.27  -1.31  0.79
O  -4.51  1.04  -0.71  -0.55
O  -4.26  0.03  -2.68  -0.73
H  -5.24  0.41  -2.84  0.50
H  -3.74  -3.18  0.18  0.20
H  -3.95  -2.73  -1.55  0.21
H  -6.59  -0.37  2.17  0.19
H  -6.22  0.42  0.94  0.24
H  -7.18  -1.00  0.75  0.22

=====

No. 4
A molecular structure, C20H20CaCl5GeINO3PS2, computed with ωB97M-V with the def2-TZVPD basis set.

Its total charge is -2. The value obtained for the relative energy (zero: lowest compared OMol25 entry of this formula, charge and spin) is 0.5 kcal/mol. The frontier orbital gap is 5.011 eV.

Each line ends with the natural charge from an NBO analysis.
Cartesian coordinates (Å):
Ca  -0.22  -0.50  0.85  1.72
Cl  -4.81  -4.73  -3.00  -0.06
C  -3.78  -4.03  -1.76  -0.11
C  -3.55  -4.73  -0.61  -0.22
C  -2.73  -4.21  0.39  -0.27
I  -2.41  -5.32  2.13  0.09
C  -2.10  -2.96  0.30  0.36
O  -1.35  -2.47  1.21  -0.82
C  -2.36  -2.24  -0.94  0.10
N  -1.73  -1.04  -1.08  -0.49
C  -1.89  -0.35  -2.18  0.07
C  -2.68  -0.80  -3.25  -0.25
C  -3.33  -1.99  -3.14  -0.15
C  -3.18  -2.76  -1.96  -0.03
H  -4.01  -5.70  -0.48  0.22
H  -1.35  0.59  -2.25  0.20
H  -2.75  -0.20  -4.15  0.22
H  -3.94  -2.37  -3.95  0.22
C  5.22  3.47  2.87  -0.62
C  4.11  2.46  3.04  -0.07
O  3.33  2.45  1.84  -0.84
P  1.81  1.88  1.92  1.64
S  1.10  1.98  0.08  -0.73
S  1.74  0.17  2.89  -0.74
O  1.09  2.96  2.88  -0.85
C  0.87  4.30  2.41  -0.07
C  0.46  5.13  3.60  -0.62
H  5.85  3.49  3.76  0.20
H  4.81  4.46  2.70  0.20
H  5.84  3.21  2.01  0.21
H  3.48  2.71  3.90  0.18
H  4.51  1.45  3.21  0.19
H  0.07  4.27  1.67  0.22
H  1.77  4.68  1.93  0.17
H  -0.45  4.73  4.04  0.24
H  0.26  6.16  3.28  0.20
H  1.25  5.15  4.35  0.19
Cl  -0.19  -1.76  -6.18  -0.10
C  0.40  -1.82  -4.52  -0.13
C  1.14  -0.76  -4.01  -0.23
C  1.57  -0.79  -2.70  -0.29
C  1.27  -1.86  -1.81  -0.02
C  1.63  -1.83  -0.45  -0.91
C  0.53  -2.93  -2.40  -0.23
C  0.10  -2.90  -3.71  -0.25
H  1.37  0.09  -4.65  0.20
H  2.14  0.05  -2.31  0.21
H  2.43  -1.15  -0.15  0.20
H  1.59  -2.74  0.16  0.20
H  0.28  -3.79  -1.78  0.20
H  -0.49  -3.73  -4.11  0.21
Cl  -2.67  3.54  2.10  -0.58
Ge  -2.47  1.27  2.33  0.76
Cl  -3.23  1.17  4.46  -0.56
Cl  -4.38  0.70  1.26  -0.57

=====

No. 5
A molecular structure, C20H20Cl2MnN3O3S, computed with ωB97M-V with the def2-TZVPD basis set.

Its total charge is -1. The frontier orbital gap (spin up / spin down) is 5.369 / 5.072 eV. As for the multiplicity: 2.

Each line ends with the natural charge from an NBO analysis.
Cartesian coordinates (Å):
Mn  -0.54  1.30  -2.36  1.07
N  1.46  1.71  -1.91  -0.81
C  1.79  3.10  -2.27  -0.35
C  0.53  3.97  -2.48  0.77
O  0.71  5.19  -2.56  -0.71
O  -0.57  3.34  -2.59  -0.77
H  1.56  1.56  -0.92  0.37
H  2.05  1.03  -2.37  0.40
H  2.35  3.12  -3.20  0.21
H  2.42  3.58  -1.52  0.19
O  -2.44  1.00  -3.26  -0.95
H  -3.06  1.36  -2.61  0.48
H  -2.22  0.07  -2.96  0.52
Cl  2.15  -1.68  -3.27  -0.08
C  0.89  -2.56  -2.42  -0.16
C  1.14  -3.87  -2.08  -0.23
C  0.21  -4.62  -1.36  -0.37
C  -0.99  -3.99  -1.01  -0.22
C  -1.23  -2.68  -1.36  -0.18
Cl  -2.78  -1.98  -0.90  -0.08
C  -0.33  -1.82  -2.11  0.22
N  -0.54  -0.59  -2.40  -1.04
H  2.09  -4.31  -2.38  0.21
H  0.40  -5.65  -1.09  0.20
H  -1.74  -4.53  -0.45  0.21
N  -1.04  1.56  -0.37  -1.15
S  -0.99  0.19  0.45  1.16
C  -1.63  0.57  2.08  -0.15
C  -2.44  1.68  2.24  -0.25
C  -3.01  1.94  3.49  -0.21
C  -2.77  1.09  4.55  -0.22
C  -1.97  -0.03  4.38  -0.20
C  -1.40  -0.30  3.15  -0.24
C  0.70  -0.19  0.92  -0.18
C  1.49  0.73  1.60  -0.26
C  2.82  0.44  1.83  -0.21
C  3.36  -0.77  1.38  -0.21
C  2.56  -1.68  0.70  -0.20
C  1.22  -1.39  0.47  -0.22
H  -0.68  2.36  0.14  0.35
H  -2.63  2.33  1.40  0.25
H  -3.64  2.81  3.61  0.21
H  -3.22  1.29  5.52  0.21
H  -1.78  -0.70  5.21  0.21
H  -0.77  -1.17  3.01  0.23
H  1.07  1.67  1.94  0.22
H  3.45  1.15  2.35  0.21
H  4.40  -0.98  1.54  0.21
H  2.97  -2.60  0.33  0.23
H  0.59  -2.08  -0.08  0.28

=====

No. 6
A molecular structure, C20H20ClN3O12Ru, computed with ωB97M-V with the def2-TZVPD basis set.

Its total charge is -1. The value obtained for the relative energy (zero: lowest compared OMol25 entry of this formula, charge and spin) is 87.4 kcal/mol. The frontier orbital gap (spin up / spin down) is 7.690 / 8.160 eV. As for the multiplicity: 2.

Each line ends with the natural charge from an NBO analysis.
Cartesian coordinates (Å):
Ru  0.36  -0.19  -0.09  1.38
O  -1.45  0.96  -2.06  -0.73
C  -2.74  0.66  -1.58  -0.07
C  -2.76  -0.56  -0.66  -0.24
N  -1.94  -0.43  0.56  -0.40
C  -2.33  0.70  1.40  -0.36
C  -1.45  1.97  1.17  0.79
O  -1.97  3.04  1.43  -0.66
O  -0.26  1.75  0.79  -0.69
C  -1.82  -1.68  1.29  -0.35
C  -0.78  -1.50  2.44  0.78
O  -1.03  -2.04  3.51  -0.66
O  0.22  -0.79  2.12  -0.68
H  -1.12  0.21  -2.59  0.50
H  -3.08  1.55  -1.06  0.19
H  -3.42  0.47  -2.42  0.17
H  -3.81  -0.73  -0.37  0.18
H  -2.40  -1.43  -1.20  0.22
H  -3.38  0.98  1.26  0.21
H  -2.18  0.44  2.45  0.24
H  -2.77  -2.00  1.73  0.20
H  -1.43  -2.46  0.63  0.24
O  5.65  0.65  -3.71  -0.68
C  4.62  -0.12  -3.28  0.79
O  4.56  -1.27  -3.60  -0.53
C  3.65  0.57  -2.41  -0.28
C  3.93  1.51  -1.43  0.00
N  2.78  1.80  -0.82  -0.30
N  1.76  1.11  -1.34  -0.26
C  2.26  0.34  -2.29  0.12
C  1.28  -0.53  -3.05  0.76
O  1.36  -0.61  -4.26  -0.63
O  0.37  -1.03  -2.28  -0.75
H  5.55  1.56  -3.41  0.48
H  4.87  1.94  -1.12  0.23
H  2.61  2.39  -0.02  0.44
C  6.34  -1.93  1.15  -0.64
C  5.53  -0.92  1.91  -0.06
C  6.00  0.38  2.07  -0.20
C  5.29  1.30  2.81  -0.06
Cl  5.91  2.92  2.97  -0.04
C  4.10  0.95  3.44  -0.24
C  3.62  -0.33  3.28  -0.20
C  4.31  -1.25  2.50  0.31
O  3.81  -2.53  2.42  -0.52
C  3.27  -2.96  1.16  -0.16
C  2.23  -2.00  0.59  0.77
O  2.56  -0.78  0.50  -0.69
O  1.12  -2.44  0.21  -0.66
H  7.40  -1.66  1.18  0.21
H  6.03  -1.97  0.10  0.23
H  6.22  -2.92  1.59  0.23
H  6.94  0.67  1.61  0.21
H  3.56  1.68  4.04  0.23
H  2.67  -0.63  3.71  0.25
H  2.80  -3.92  1.35  0.21
H  4.06  -3.08  0.41  0.18

=====

No. 7
A molecular structure, C20H20F3, computed with ωB97M-V with the def2-TZVPD basis set.

Its total charge is +1. The value obtained for the relative energy (zero: lowest compared OMol25 entry of this formula, charge and spin) is 29.5 kcal/mol. The frontier orbital gap is 7.752 eV.

Each line ends with the natural charge from an NBO analysis.
Cartesian coordinates (Å):
C  -2.28  -1.43  0.58  -0.70
C  -0.85  -1.79  0.77  0.41
C  0.12  -0.81  0.82  -0.34
C  1.37  -1.06  1.63  -0.42
C  1.89  -2.47  1.33  -0.39
C  0.78  -3.51  1.73  -0.41
C  -0.63  -3.19  1.25  -0.51
H  -2.83  -2.35  0.33  0.25
H  -2.74  -1.03  1.51  0.28
H  -2.38  -0.69  -0.22  0.25
H  -0.38  0.21  0.94  0.44
H  2.16  -0.30  1.45  0.23
H  1.14  -0.99  2.70  0.22
H  2.08  -2.52  0.23  0.20
H  2.83  -2.69  1.87  0.25
H  1.09  -4.52  1.41  0.24
H  0.77  -3.54  2.83  0.22
H  -1.29  -3.42  2.09  0.27
H  -0.95  -3.87  0.44  0.27
F  0.04  5.46  -0.67  -0.31
C  0.26  4.36  0.14  0.44
C  0.34  4.57  1.52  -0.32
C  0.42  3.44  2.30  0.45
F  0.60  3.59  3.66  -0.31
C  0.36  2.15  1.78  -0.32
C  0.28  1.91  0.42  -0.04
C  0.39  0.44  -0.16  -0.23
C  -0.17  0.19  -1.55  -0.04
C  0.42  -0.85  -2.33  -0.22
C  0.16  -0.92  -3.72  -0.18
C  -0.62  0.04  -4.37  -0.25
C  -1.26  0.98  -3.54  0.42
F  -1.89  2.04  -4.15  -0.31
C  -1.17  0.96  -2.13  -0.28
C  0.29  3.05  -0.44  -0.28
H  0.34  5.56  1.94  0.27
H  0.37  1.32  2.47  0.23
H  1.51  0.33  -0.26  0.30
H  1.12  -1.56  -1.85  0.22
H  0.63  -1.72  -4.31  0.24
H  -0.82  0.02  -5.43  0.25
H  -1.72  1.69  -1.51  0.25
H  0.23  2.98  -1.52  0.25

=====

No. 8
A molecular structure, C20H20F3N4V, computed with ωB97M-V with the def2-TZVPD basis set.

Its total charge is +3. The frontier orbital gap (spin up / spin down) is 7.436 / 8.091 eV. As for the multiplicity: 2.

Each line ends with the natural charge from an NBO analysis.
Cartesian coordinates (Å):
V  -0.12  -0.40  -0.55  1.60
C  0.98  1.84  0.88  -0.24
C  2.39  1.38  0.60  -0.48
C  2.66  0.68  -0.70  0.27
C  3.88  0.88  -1.33  -0.22
C  4.24  0.13  -2.44  -0.02
C  3.36  -0.84  -2.91  -0.21
C  2.15  -0.98  -2.30  0.08
N  1.76  -0.23  -1.21  -0.60
N  0.01  0.73  1.19  -0.43
C  -1.36  1.29  1.41  -0.28
C  -1.93  1.73  0.10  0.22
C  -2.85  2.75  0.00  -0.21
C  -3.34  3.09  -1.25  -0.03
C  -2.88  2.41  -2.37  -0.21
C  -1.97  1.40  -2.21  0.10
N  -1.49  1.03  -0.98  -0.59
C  0.40  -0.05  2.39  -0.28
C  -0.25  -1.38  2.27  0.22
C  -0.47  -2.15  3.39  -0.22
C  -1.06  -3.40  3.26  -0.03
C  -1.43  -3.81  1.99  -0.22
C  -1.19  -3.00  0.91  0.10
N  -0.59  -1.77  1.00  -0.57
H  0.57  2.41  0.04  0.24
H  0.97  2.52  1.74  0.26
H  2.77  0.75  1.40  0.25
H  3.02  2.27  0.64  0.29
H  4.56  1.61  -0.91  0.27
H  5.20  0.29  -2.92  0.28
H  3.61  -1.47  -3.75  0.28
H  1.44  -1.72  -2.64  0.23
H  -1.29  2.12  2.12  0.26
H  -1.97  0.51  1.86  0.26
H  -3.17  3.27  0.90  0.27
H  -4.07  3.89  -1.35  0.28
H  -3.22  2.66  -3.36  0.28
H  -1.58  0.85  -3.05  0.24
H  0.08  0.49  3.29  0.26
H  1.48  -0.14  2.44  0.25
H  -0.18  -1.76  4.36  0.27
H  -1.24  -4.02  4.13  0.28
H  -1.91  -4.77  1.83  0.28
H  -1.50  -3.34  -0.05  0.23
F  -0.63  -0.96  -2.65  -0.31
C  -1.06  -1.83  -1.65  0.77
F  -2.35  -1.98  -1.70  -0.24
F  -0.43  -2.97  -1.85  -0.26

=====

The records above yield E values of -79118.7172 -114092.9259 -128319.1125 -205337.1389 -98877.7356 -65211.5664 -29206.9339 -60838.4605 eV, respectively.
The records above yield max |F| values of 0.25 2.64 18.85 0.64 0.73 4.21 3.39 0.59 eV/A, respectively.